No. 1
The molecule C5H8O at a distorted geometry, computed with the ωB97M-V functional and the def2-TZVPD basis.

Results
SMILES: OC1CC=CC1
Charge: 0
HOMO, eV: -9.235

Each line ends with the natural charge from an NBO analysis.
Positions of all 14 atoms, in Å:
O (2.1379, -0.1212, -0.2476)  -0.708
C (0.8667, -0.0280, 0.3369)  0.116
C (-0.0092, 1.1866, -0.1302)  -0.470
C (-1.4298, 0.6224, -0.0367)  -0.192
C (-1.4061, -0.7040, -0.0440)  -0.187
C (-0.0009, -1.2321, -0.1025)  -0.457
H (2.6995, 0.5369, 0.2217)  0.468
H (0.9244, -0.0346, 1.4414)  0.157
H (0.1266, 2.0913, 0.4604)  0.206
H (0.2665, 1.3975, -1.1774)  0.215
H (-2.3143, 1.2611, -0.0598)  0.210
H (-2.2773, -1.3545, -0.0095)  0.211
H (0.2615, -1.5021, -1.1559)  0.217
H (0.1544, -2.1193, 0.5032)  0.214

Forces on atoms 1 to 3 (eV/Å):
O 0.9 1.0 0.7
C -1.5 -0.1 -0.1
C 0.0 -0.6 0.1

=====

No. 2
The molecule C5H8O at a distorted geometry, computed with the ωB97M-V functional and the def2-TZVPD basis.

Results
SMILES: O=CCC1CC1
Charge: 0
HOMO, eV: -9.497

Each line ends with the natural charge from an NBO analysis.
Positions of all 14 atoms, in Å:
O (-1.7556, 1.5716, -0.1248)  -0.526
C (-1.3932, 1.3935, 1.0145)  0.393
C (-0.0968, 0.3869, 1.0586)  -0.484
C (0.2695, 0.2142, -0.3779)  -0.222
C (1.2255, -0.9689, -0.4298)  -0.438
C (-0.0273, -0.9478, -1.2517)  -0.407
H (-2.0557, 1.9632, 1.7397)  0.150
H (0.8425, 0.7412, 1.5412)  0.229
H (-0.3066, -0.6128, 1.4822)  0.224
H (0.5612, 1.1352, -0.8956)  0.227
H (2.1915, -0.7042, -0.8175)  0.213
H (1.2656, -1.7369, 0.3530)  0.207
H (0.1047, -0.8066, -2.3171)  0.221
H (-0.8253, -1.6286, -0.9747)  0.213

Forces on atoms 1 to 3 (eV/Å):
O -0.5 0.4 0.2
C 0.4 -0.5 -1.0
C -1.6 1.1 0.4

=====

No. 3
The molecule C5H8O, computed with the ωB97M-V functional and the def2-TZVPD basis.

Results
SMILES: C1C[C@@H]2C[C@@H]2O1
Charge: 0
HOMO, eV: -9.063

Each line ends with the natural charge from an NBO analysis.
Positions of all 14 atoms, in Å:
C (-1.4200, -0.1924, -0.4755)  -0.073
C (-0.7563, 0.8127, 0.4967)  -0.432
C (0.6235, 0.2319, 0.7462)  -0.262
C (1.4930, 0.0846, -0.4827)  -0.457
C (0.6530, -1.0620, 0.0102)  0.091
O (-0.5715, -1.3283, -0.6013)  -0.509
H (-1.5750, 0.2504, -1.4660)  0.171
H (-2.3926, -0.5415, -0.1129)  0.184
H (-0.7029, 1.8103, 0.0488)  0.210
H (-1.3160, 0.8998, 1.4327)  0.215
H (1.0776, 0.3451, 1.7253)  0.224
H (1.1894, 0.6299, -1.3756)  0.215
H (2.5689, 0.0193, -0.3391)  0.221
H (1.1288, -1.9597, 0.3933)  0.202

Forces on atoms 1 to 3 (eV/Å):
C -0.3 0.2 -0.1
C 0.0 0.1 0.0
C 0.0 0.0 0.2

=====

No. 4
The molecule C5H8O at a distorted geometry, computed with the ωB97M-V functional and the def2-TZVPD basis.

Results
SMILES: C=C(C)CC=O
Charge: 0
HOMO, eV: -9.583

Each line ends with the natural charge from an NBO analysis.
Positions of all 14 atoms, in Å:
C (-1.0399, -1.2182, -0.8341)  -0.399
C (-0.2920, -0.4763, -0.0001)  0.028
C (0.8241, -1.0888, 0.8012)  -0.654
C (-0.5435, 0.9973, 0.1981)  -0.549
C (0.5660, 1.7930, -0.4491)  0.440
O (1.1877, 2.6826, 0.1284)  -0.517
H (-1.8609, -0.7910, -1.4029)  0.196
H (-0.8642, -2.2836, -0.9569)  0.199
H (0.4708, -1.3463, 1.8045)  0.225
H (1.6663, -0.3967, 0.9007)  0.219
H (1.2092, -1.9968, 0.3247)  0.223
H (-0.5968, 1.2379, 1.2648)  0.235
H (-1.4847, 1.3124, -0.2656)  0.238
H (0.7578, 1.5745, -1.5138)  0.119

Forces on atoms 1 to 3 (eV/Å):
C 0.4 0.5 0.4
C -0.8 -0.8 -0.7
C 0.2 0.0 -0.1

=====

No. 5
The molecule C5H8O, computed with the ωB97M-V functional and the def2-TZVPD basis.

Results
SMILES: O=C1CCCC1
Charge: 0
HOMO, eV: -9.408

Each line ends with the natural charge from an NBO analysis.
Positions of all 14 atoms, in Å:
O (-0.6176, 2.4483, -0.3672)  -0.531
C (-0.3252, 1.3070, -0.1029)  0.611
C (-1.2948, 0.1755, 0.2085)  -0.524
C (-0.5329, -1.0721, -0.2426)  -0.396
C (0.9287, -0.7716, 0.1488)  -0.403
C (1.0957, 0.7420, -0.0650)  -0.533
H (-1.4361, 0.1592, 1.2993)  0.228
H (-2.2688, 0.3403, -0.2571)  0.237
H (-0.9064, -1.9964, 0.2073)  0.215
H (-0.6176, -1.1786, -1.3315)  0.201
H (1.6417, -1.3661, -0.4298)  0.216
H (1.0803, -1.0218, 1.2053)  0.202
H (1.6580, 1.2380, 0.7333)  0.240
H (1.5950, 0.9965, -1.0062)  0.237

Forces on atoms 1 to 3 (eV/Å):
O 0.1 -0.4 0.1
C 0.0 0.3 0.0
C -0.1 0.0 0.0

=====

No. 6
The molecule C5H8O, computed with the ωB97M-V functional and the def2-TZVPD basis.

Results
Charge: 0
HOMO, eV: -7.882

Each line ends with the natural charge from an NBO analysis.
Positions of all 14 atoms, in Å:
C (0.2701, 0.2147, -1.6748)  -0.263
O (0.8216, -0.1918, -0.4192)  -0.575
C (0.9745, 1.0056, 0.6386)  -0.096
C (-0.0498, 0.9398, 1.6763)  -0.316
C (-0.7877, -0.0831, 1.5550)  0.026
C (-1.3057, -1.2506, 1.0783)  -0.728
H (1.0588, 0.6960, -2.2573)  0.200
H (-0.0615, -0.7005, -2.1731)  0.206
H (-0.5713, 0.9023, -1.5217)  0.197
H (1.9959, 0.8220, 0.9744)  0.212
H (0.9320, 1.8813, -0.0162)  0.194
H (-1.0514, -2.1997, 1.5479)  0.224
H (-2.2304, -1.2431, 0.5005)  0.219
H (0.0049, -0.7928, 0.0912)  0.500

Forces on atoms 1 to 3 (eV/Å):
C 0.0 0.0 -0.2
O -0.4 -0.2 0.5
C 0.1 0.0 -0.2

=====

No. 7
The molecule C5H8O at a distorted geometry, computed with the ωB97M-V functional and the def2-TZVPD basis.

Results
SMILES: COC1=C(C)C1
Charge: 0
HOMO (alpha / beta), eV: -7.383 / -7.385

Each line ends with the natural charge from an NBO analysis.
Positions of all 14 atoms, in Å:
C (-2.4420, 0.5780, -0.1878)  -0.247
O (-1.6819, -0.4453, 0.3587)  -0.473
C (-0.4284, -0.6120, 0.0528)  0.332
C (0.9737, -0.0343, 0.3334)  -0.050
C (2.0692, 0.8225, -0.1658)  -0.665
C (0.7038, -1.5059, 0.5028)  -0.454
H (-3.5077, 0.1684, -0.3434)  0.184
H (-2.1120, 0.8180, -1.1937)  0.187
H (-2.6400, 1.4705, 0.3823)  0.190
H (2.9790, 0.4076, 0.1554)  0.224
H (1.9788, 1.8525, 0.0628)  0.222
H (2.2535, 0.7177, -1.2947)  0.225
H (1.1491, -2.2137, -0.1297)  0.161
H (0.7049, -2.0241, 1.4671)  0.164

Forces on atoms 1 to 3 (eV/Å):
C -2.9 -0.4 -1.9
O -0.6 -1.3 0.6
C 7.3 3.2 2.2

=====

No. 8
The molecule C5H8O, computed with the ωB97M-V functional and the def2-TZVPD basis.

Results
SMILES: C[C@]12CC[C@H]1O2
Charge: 0
HOMO, eV: -9.475

Each line ends with the natural charge from an NBO analysis.
Positions of all 14 atoms, in Å:
C (-1.8153, 0.5354, 0.2495)  -0.627
C (-0.4203, 0.1927, -0.1508)  0.212
C (0.4548, -0.6337, 0.7815)  -0.413
C (1.6347, -0.4611, -0.2028)  -0.424
C (0.7730, 0.5824, -0.9358)  0.051
O (-0.2509, -0.2225, -1.5107)  -0.502
H (-1.8629, 0.9294, 1.2675)  0.217
H (-2.3181, -0.4405, 0.2548)  0.222
H (-2.3582, 1.1813, -0.4381)  0.228
H (0.6316, -0.0217, 1.6757)  0.205
H (0.1030, -1.6246, 1.0793)  0.201
H (2.5913, -0.1837, 0.2373)  0.209
H (1.7594, -1.3234, -0.8612)  0.220
H (1.0778, 1.4898, -1.4463)  0.202

Forces on atoms 1 to 3 (eV/Å):
C -0.1 0.1 0.0
C -0.2 -0.1 0.3
C 0.0 -0.2 0.1

=====

No. 9
The molecule C5H8O, computed with the ωB97M-V functional and the def2-TZVPD basis.

Results
Charge: 0
HOMO (alpha / beta), eV: -8.289 / -8.042

Each line ends with the natural charge from an NBO analysis.
Positions of all 14 atoms, in Å:
O (1.2862, -0.1746, -1.6122)  -0.635
C (1.6157, 0.4917, -0.5801)  0.222
C (1.1014, 0.1404, 0.6604)  -0.299
C (0.1740, -1.0369, 0.6269)  -0.449
C (-0.9485, -0.4883, -0.3003)  -0.520
C (-1.2941, 0.7934, 0.1654)  -0.129
H (2.2101, 1.4116, -0.6918)  0.148
H (1.3359, 0.6889, 1.5670)  0.214
H (0.6536, -1.9006, 0.1536)  0.235
H (-0.2092, -1.3264, 1.6094)  0.216
H (-0.2327, -0.3484, -1.2444)  0.356
H (-1.7677, -1.0893, -0.7201)  0.244
H (-2.0310, 1.4029, -0.3589)  0.193
H (-0.9409, 1.1852, 1.1123)  0.204

Forces on atoms 1 to 3 (eV/Å):
O -0.1 0.2 0.2
C -0.1 0.1 0.0
C 0.1 -0.1 0.0

=====

No. 10
The molecule C5H8O, computed with the ωB97M-V functional and the def2-TZVPD basis.

Results
SMILES: OCC=C1CC1
Charge: 0
HOMO, eV: -9.652

Each line ends with the natural charge from an NBO analysis.
Positions of all 14 atoms, in Å:
O (1.8511, -0.4402, 1.8089)  -0.707
C (0.4573, -0.7219, 1.7676)  -0.094
C (-0.1758, 0.3822, 0.9716)  -0.221
C (-0.2674, 0.3039, -0.3440)  0.003
C (-0.4653, 0.9651, -1.6326)  -0.441
C (-0.2576, -0.5472, -1.5408)  -0.454
H (2.0484, -0.1133, 0.9205)  0.465
H (0.1146, -0.7625, 2.8060)  0.184
H (0.2705, -1.6994, 1.3008)  0.165
H (-0.3244, 1.3348, 1.4749)  0.209
H (-1.4416, 1.3574, -1.8976)  0.223
H (0.3712, 1.5456, -2.0192)  0.222
H (0.6635, -0.9813, -1.9230)  0.221
H (-1.1358, -1.1719, -1.6869)  0.225

Forces on atoms 1 to 3 (eV/Å):
O 0.2 -0.1 -0.1
C -0.4 -0.1 0.0
C 0.1 0.1 -0.2

=====

No. 11
The molecule C5H8O, computed with the ωB97M-V functional and the def2-TZVPD basis.

Results
SMILES: C[C@H]1C[C@H]1C=O
Charge: 0
HOMO, eV: -9.839

Each line ends with the natural charge from an NBO analysis.
Positions of all 14 atoms, in Å:
C (-1.4108, -0.9264, -0.3181)  -0.612
C (-0.6688, 0.3787, -0.4854)  -0.177
C (0.0088, 1.2794, 0.4727)  -0.387
C (0.8787, 0.3692, -0.3754)  -0.376
C (1.6237, -0.5490, 0.5436)  0.427
O (1.2849, -0.7944, 1.6817)  -0.550
H (-0.8684, -1.6087, 0.3414)  0.222
H (-2.4417, -0.8233, 0.0358)  0.214
H (-1.4548, -1.3802, -1.3189)  0.211
H (-1.0936, 0.9679, -1.3036)  0.215
H (0.0792, 0.9910, 1.5150)  0.245
H (0.0017, 2.3415, 0.2511)  0.220
H (1.4598, 0.6816, -1.2384)  0.226
H (2.6015, -0.9270, 0.1986)  0.122

Forces on atoms 1 to 3 (eV/Å):
C 0.1 -0.1 0.1
C 0.1 -0.1 -0.2
C -0.1 0.2 0.2

=====

No. 12
The molecule C5H8O at a distorted geometry, computed with the ωB97M-V functional and the def2-TZVPD basis.

Results
SMILES: O=C1CCCC1
Charge: 0
HOMO, eV: -8.981

Each line ends with the natural charge from an NBO analysis.
Positions of all 14 atoms, in Å:
O (-0.2867, 1.8587, 1.4029)  -0.562
C (-0.2674, 1.1429, 0.4289)  0.585
C (-1.3406, 0.1658, -0.0913)  -0.511
C (-0.4972, -1.1395, -0.1282)  -0.410
C (0.8845, -0.5980, 0.3284)  -0.438
C (0.9640, 0.8451, -0.3259)  -0.489
H (-2.2039, 0.1126, 0.5721)  0.230
H (-1.6767, 0.5306, -1.0741)  0.224
H (-0.9379, -1.9114, 0.5180)  0.225
H (-0.3795, -1.5939, -1.1199)  0.212
H (1.7172, -0.6931, -0.3350)  0.243
H (1.2753, -0.8513, 1.3179)  0.239
H (1.8382, 1.4429, -0.0639)  0.240
H (0.9108, 0.6887, -1.4298)  0.212

Forces on atoms 1 to 3 (eV/Å):
O -0.6 -0.2 -0.1
C -0.7 1.6 -0.6
C -0.1 0.2 0.2

=====

The evaluated calculated total energy for the records listed, in turn: -7361.412, -7359.740, -7360.812, -7361.219, -7362.239, -7356.779, -7356.860, -7359.979, -7358.177, -7359.913, -7360.761, -7360.398 eV.
The evaluated energy relative to the best compared isomer or geometry (same formula, charge and spin) for the records listed, in turn: 0.843, 2.515, 1.443, 1.036, 0.017, 5.476, 5.396, 2.276, 4.078, 2.342, 1.494, 1.857 eV.